Entry 1:
Density functional theory data (ωB97M-V/def2-TZVPD) for one molecule with the formula C2H3N3S2 at a distorted geometry.

Calculated values
ΔE to the lowest compared entry with this formula, charge and spin ... 30.4 kcal per mole
Highest occupied orbital energy ... -8.14 eV
SMILES ... S=c1ncn(S)[nH]1
Strongest force on any atom ... 3.3 eV Å⁻¹
Gap between HOMO and LUMO ... 7.80 eV

Geometry as ORCA input:
```
! RIJCOSX wB97M-V def2-TZVPD def2/J DEFGRID3
* xyz 0 1
S 2.655 1.660 -0.180
C 1.310 0.711 -0.473
N 0.849 -0.037 -1.524
C -0.199 -0.709 -1.097
N -0.538 -0.402 0.227
S -2.161 -0.248 0.798
N 0.395 0.576 0.579
H -0.833 -1.312 -1.682
H -1.945 -1.203 1.744
H 0.468 0.962 1.607
*
```

These are the Löwdin partial charges, in e, on atoms 1 to 6:
1 S 0.53
2 C -0.92
3 N 0.09
4 C -0.15
5 N -0.50
6 S 0.81

Entry 2:
Density functional theory data (ωB97M-V/def2-TZVPD) for a 2-piece molecular cluster, C7H14O overall at a distorted geometry.

Calculated values
ΔE to the lowest compared entry with this formula, charge and spin ... 39.4 kcal per mole
Highest occupied orbital energy ... -9.12 eV
SMILES ... C=CCC(=C)CC.O
Strongest force on any atom ... 1.2 eV Å⁻¹
Gap between HOMO and LUMO ... 10.01 eV

Geometry as ORCA input:
```
! RIJCOSX wB97M-V def2-TZVPD def2/J DEFGRID3
* xyz 0 1
C -1.030 -2.213 -1.393
C -0.840 -1.135 -0.642
C 0.436 -0.908 0.123
C 0.393 0.240 1.122
C -0.634 0.409 1.952
C 1.582 1.161 1.094
C 2.919 0.504 1.383
H -2.010 -2.441 -1.796
H -0.273 -2.970 -1.580
H -1.697 -0.513 -0.411
H 0.672 -1.801 0.692
H 1.255 -0.748 -0.575
H -1.518 -0.204 1.874
H -0.610 1.239 2.646
H 1.584 1.545 0.058
H 1.440 2.061 1.684
H 3.033 -0.493 0.966
H 3.771 1.113 1.064
H 3.053 0.383 2.467
O -3.628 1.591 -3.230
H -3.549 1.012 -4.005
H -4.352 2.170 -3.494
*
```

These are the Löwdin partial charges, in e, on atoms 1 to 6:
1 C -0.01
2 C -0.18
3 C -0.18
4 C -0.33
5 C 0.05
6 C -0.24

Entry 3:
Density functional theory data (ωB97M-V/def2-TZVPD) for C11H24BeN2O11 as an isolated structure at a distorted geometry.

Calculated values
ΔE to the lowest compared entry with this formula, charge and spin ... 75.1 kcal per mole
Highest occupied orbital energy ... -1.71 eV
Strongest force on any atom ... 6.7 eV Å⁻¹
Gap between HOMO and LUMO ... 2.64 eV

Geometry as ORCA input:
```
! RIJCOSX wB97M-V def2-TZVPD def2/J DEFGRID3
* xyz -2 1
Be 1.343 -0.078 -0.671
C 4.144 2.356 -2.500
O 4.028 1.218 -2.895
O 5.156 3.092 -2.679
O 3.188 2.924 -1.950
O 4.516 1.194 4.333
C 3.830 1.824 3.430
O 2.884 1.256 2.928
O 4.155 2.892 2.892
H 3.871 0.483 4.345
O -0.148 -4.288 -5.003
C 0.564 -3.284 -4.518
O 1.792 -3.286 -4.646
O 0.033 -2.356 -3.909
H -1.010 -3.864 -5.005
C 2.072 -5.719 0.520
C 1.383 -4.353 0.454
C 0.582 -3.994 1.739
O 0.037 -2.606 1.772
C -1.046 -2.463 2.625
N 2.410 -3.447 0.191
H 1.309 -6.487 0.645
H 2.766 -5.827 1.353
H 2.670 -5.911 -0.371
H 0.778 -4.290 -0.451
H 1.349 -3.964 2.513
H -0.115 -4.795 1.987
H -0.937 -3.069 3.524
H -1.899 -2.987 2.194
H -1.261 -1.441 2.937
H 3.164 -3.738 0.797
H 2.849 -3.719 -0.677
C -2.210 3.462 -2.319
C -2.316 3.577 -0.800
C -3.465 4.518 -0.236
O -3.545 4.514 1.145
C -4.568 5.422 1.566
N -2.429 2.179 -0.317
H -2.929 2.788 -2.784
H -1.262 3.019 -2.625
H -2.211 4.435 -2.811
H -1.394 3.903 -0.318
H -4.384 4.104 -0.652
H -3.309 5.557 -0.528
H -4.295 6.466 1.418
H -4.780 5.343 2.632
H -5.459 5.283 0.953
H -3.153 1.691 -0.826
H -2.748 2.464 0.597
*
```

These are the Löwdin partial charges, in e, on atoms 1 to 6:
1 Be 0.44
2 C -0.99
3 O 0.19
4 O 0.14
5 O 0.17
6 O 0.08

Entry 4:
Density functional theory data (ωB97M-V/def2-TZVPD) for one molecule with the formula C13H26O4.

Calculated values
ΔE to the lowest compared entry with this formula, charge and spin ... 0.0 kcal per mole
Highest occupied orbital energy ... -10.02 eV
SMILES ... CCCCCCCCCC(=O)OC[C@H](O)CO
Strongest force on any atom ... 0.8 eV Å⁻¹
Gap between HOMO and LUMO ... 10.82 eV

Geometry as ORCA input:
```
! RIJCOSX wB97M-V def2-TZVPD def2/J DEFGRID3
* xyz 0 1
C 4.889 -1.591 -0.335
C 3.457 -1.755 0.160
C 2.566 -0.554 -0.160
C 2.377 -0.272 -1.653
C 1.773 -1.425 -2.459
C 0.420 -1.924 -1.949
C -0.670 -0.857 -2.017
C -2.054 -1.384 -1.637
C -2.184 -1.771 -0.154
C -2.089 -0.551 0.723
O -3.021 0.164 1.007
O -0.841 -0.344 1.147
C -0.594 0.772 1.994
C -0.156 2.037 1.224
O 0.182 3.032 2.154
C -1.252 2.565 0.278
O -2.416 2.898 0.984
H 5.504 -2.422 0.004
H 4.927 -1.564 -1.421
H 5.320 -0.668 0.047
H 3.473 -1.884 1.246
H 3.027 -2.662 -0.267
H 1.590 -0.708 0.304
H 3.007 0.335 0.298
H 3.343 -0.019 -2.095
H 1.742 0.611 -1.756
H 1.659 -1.093 -3.494
H 2.472 -2.263 -2.464
H 0.532 -2.275 -0.924
H 0.116 -2.779 -2.560
H -0.404 -0.028 -1.361
H -0.719 -0.470 -3.038
H -2.281 -2.266 -2.239
H -2.806 -0.624 -1.862
H -3.164 -2.223 0.008
H -1.403 -2.476 0.122
H 0.215 0.475 2.663
H -1.491 0.994 2.584
H 0.750 1.812 0.651
H -0.642 3.476 2.403
H -1.453 1.841 -0.521
H -0.886 3.490 -0.177
H -2.917 2.079 1.143
*
```

These are the Löwdin partial charges, in e, on atoms 1 to 6:
1 C -0.11
2 C -0.26
3 C -0.22
4 C -0.21
5 C -0.21
6 C -0.21

Entry 5:
Density functional theory data (ωB97M-V/def2-TZVPD) for C29H19BrF4NOPS3Zr as an isolated structure at a distorted geometry.

Calculated values
ΔE to the lowest compared entry with this formula, charge and spin ... 9.8 kcal per mole
Highest occupied orbital energy ... -14.03 eV
Strongest force on any atom ... 1.9 eV Å⁻¹
Gap between HOMO and LUMO ... 6.87 eV

Geometry as ORCA input:
```
! RIJCOSX wB97M-V def2-TZVPD def2/J DEFGRID3
* xyz 2 1
Zr -0.729 -1.135 0.391
S 3.243 -3.259 0.098
C 3.606 -1.882 1.034
C 2.574 -0.980 1.110
C 1.437 -1.387 0.384
C 1.650 -2.627 -0.222
C 0.611 -3.265 -0.991
C 0.614 -4.614 -1.375
C -0.462 -5.119 -2.076
C -1.498 -4.258 -2.450
C -1.449 -2.941 -2.043
N -0.441 -2.446 -1.301
H 4.577 -1.802 1.489
H 2.639 -0.056 1.669
H 1.446 -5.238 -1.082
H -0.503 -6.166 -2.337
H -2.323 -4.606 -3.049
H -2.231 -2.235 -2.330
F -4.246 5.457 -1.000
C -3.295 4.557 -0.885
C -1.967 4.893 -1.159
F -1.655 6.106 -1.569
C -0.966 3.931 -0.999
F 0.299 4.286 -1.203
C -1.257 2.622 -0.614
P 0.046 1.328 -0.317
C 1.402 1.780 -1.433
C 2.686 2.112 -1.013
C 3.639 2.435 -1.964
C 3.333 2.387 -3.314
C 2.065 2.007 -3.735
C 1.096 1.704 -2.797
C 0.393 1.832 1.423
C 1.001 3.042 1.756
C 1.178 3.385 3.088
C 0.764 2.523 4.092
C 0.140 1.324 3.772
C -0.063 0.986 2.444
C -2.596 2.309 -0.376
Br -3.063 0.516 0.182
C -3.607 3.254 -0.482
F -4.856 2.912 -0.222
H 2.940 2.115 0.037
H 4.629 2.726 -1.650
H 4.097 2.632 -4.039
H 1.835 1.950 -4.789
H 0.093 1.431 -3.111
H 1.335 3.711 0.976
H 1.631 4.333 3.339
H 0.910 2.789 5.128
H -0.193 0.661 4.558
H -0.603 0.046 2.192
C -3.057 -5.463 2.263
O -1.958 -4.624 2.598
C -1.765 -3.487 2.009
S -2.736 -2.854 0.772
S -0.423 -2.582 2.546
H -2.807 -6.430 2.691
H -3.182 -5.541 1.182
H -3.981 -5.082 2.706
*
```

These are the Löwdin partial charges, in e, on atoms 1 to 6:
1 Zr 1.09
2 S 1.12
3 C -0.36
4 C -0.19
5 C -0.40
6 C -0.54

Entry 6:
Density functional theory data (ωB97M-V/def2-TZVPD) for C19H44CrN3O2P2 as an isolated structure at a distorted geometry.

Calculated values
Highest occupied orbital energy (spin up / spin down) ... -8.65 / -11.83 eV
Strongest force on any atom ... 5.9 eV Å⁻¹
Gap between HOMO and LUMO (spin up / spin down) ... 6.67 / 8.92 eV
Expectation value of S² ... 6.043

Geometry as ORCA input:
```
! RIJCOSX wB97M-V def2-TZVPD def2/J DEFGRID3
* xyz 1 5
Cr 0.189 -0.345 -0.526
P -0.378 1.593 -1.626
P 0.271 -2.318 0.768
N -1.777 -0.952 -1.039
C -2.198 1.420 -1.716
H -2.667 2.268 -1.196
H -2.507 1.490 -2.770
C -2.774 0.136 -1.113
H -3.171 0.301 -0.098
H -3.624 -0.232 -1.708
C -2.298 -2.191 -0.369
H -2.210 -3.030 -1.081
H -3.367 -2.034 -0.168
C -1.554 -2.469 0.931
H -1.812 -3.470 1.304
H -1.855 -1.740 1.701
C 0.775 -2.747 2.496
C 0.891 -1.494 3.362
H -0.061 -0.956 3.423
H 1.656 -0.808 2.973
H 1.181 -1.778 4.384
C 0.713 -3.730 -0.332
C 2.198 -3.692 -0.716
H 2.318 -4.156 -1.702
H 2.810 -4.261 -0.008
H 2.601 -2.672 -0.782
C 0.275 1.661 -3.353
C 1.717 2.181 -3.380
H 2.131 1.991 -4.379
H 2.370 1.672 -2.659
H 1.770 3.263 -3.202
C -0.149 3.232 -0.803
C 1.306 3.482 -0.410
H 1.332 4.157 0.456
H 1.856 3.967 -1.225
H 1.842 2.566 -0.130
C 2.009 -0.003 -0.236
C 0.257 -5.093 0.231
H -0.214 -5.041 1.224
H -0.481 -5.542 -0.449
H 1.101 -5.791 0.300
C -0.647 2.396 -4.344
H -0.047 2.908 -5.105
H -1.310 1.686 -4.858
H -1.284 3.152 -3.867
C -0.729 4.415 -1.580
H -0.635 5.322 -0.967
H -0.182 4.602 -2.513
H -1.795 4.298 -1.809
C 2.035 -3.604 2.583
H 2.884 -3.128 2.078
H 2.309 -3.719 3.640
H 1.898 -4.612 2.173
H -0.074 -3.338 2.879
H -0.741 3.103 0.121
H 0.123 -3.531 -1.244
H 0.297 0.593 -3.631
O 3.162 0.178 -0.072
H -1.516 -1.215 -1.999
H 0.551 -1.040 -1.863
C 1.232 2.368 3.052
N -0.176 2.340 3.411
C -1.127 1.663 2.719
N -2.395 1.784 3.212
O -0.900 0.971 1.698
H 1.412 1.671 2.224
H 1.853 2.088 3.915
H 1.534 3.378 2.742
H -0.494 2.887 4.204
H -3.135 1.280 2.750
H -2.577 2.269 4.077
*
```

These are the Löwdin partial charges, in e, on atoms 1 to 6:
1 Cr 0.17
2 P 0.97
3 P 0.98
4 N -0.20
5 C -0.27
6 H 0.10